Entry from the Open Molecules 2025 dataset: a cluster of 2 separate species, C21H27F5N2O6 in total at a distorted geometry (the ωB97M-V functional and the def2-TZVPD basis).

Geometry as XYZ:
```
61
Properties=species:S:1:pos:R:3
O -0.1391 -1.3618 -6.1361
O 1.8885 -0.6135 5.7854
O -3.2644 -1.6625 -2.2166
F 3.4802 2.1600 0.2129
F 4.7010 3.8695 0.8429
F 5.5056 1.8318 1.0249
F 3.0485 3.5875 2.8897
F 4.9003 2.5603 3.4672
O -2.9347 0.6524 1.8227
O 3.6240 0.0245 2.3431
O 1.7311 1.3281 2.2294
C -0.6963 -1.5189 -5.0614
C 1.8088 0.0343 4.7494
C -2.7699 -0.6928 -2.7739
C -1.8045 -0.2550 3.7885
C -0.5968 0.9143 2.0666
C -0.6183 -0.4172 4.5020
C -1.8050 0.4288 2.5662
C 0.5973 0.7752 2.7733
C 0.5783 0.1149 4.0021
N -3.5992 0.1148 -3.4461
N -0.6557 -0.5321 -4.1655
C -4.1506 0.8676 2.5540
C -1.4147 -2.8224 -4.7847
C -3.2709 1.2993 -4.2415
C 2.1707 -1.0549 -0.9241
C 4.3726 2.5830 1.1498
C 2.9152 0.9938 4.4052
C 3.8351 2.5028 2.6063
C 3.0128 1.2004 2.8857
C -0.7143 -2.3267 -1.0109
C 1.1705 -1.0063 -2.0869
C -0.3241 -0.9894 -1.6685
C -1.2408 -0.4258 -2.8112
H 4.5237 -0.1029 2.6898
H -2.7189 -0.6734 4.1936
H -0.5879 1.4341 1.1162
H -0.6309 -0.9455 5.4536
H -4.5685 -0.1621 -3.4002
H -0.1128 0.2563 -4.4792
H -3.9895 1.5467 3.3982
H -4.5501 -0.0806 2.9280
H -4.9003 1.3148 1.8942
H -2.4785 -2.6425 -4.6510
H -1.2689 -3.4860 -5.6358
H -0.9962 -3.2912 -3.9011
H -4.1897 1.7535 -4.6169
H -2.7429 2.0351 -3.6329
H -2.6522 1.0204 -5.0969
H 1.9535 -0.2563 -0.2140
H 2.1304 -2.0170 -0.4150
H 3.1796 -0.9144 -1.3131
H 2.6903 1.9427 4.8982
H 3.8576 0.6164 4.8091
H 0.0216 -2.6262 -0.2677
H -0.8039 -3.1149 -1.7529
H -1.6596 -2.2209 -0.4795
H 1.3563 -1.8521 -2.7509
H 1.3912 -0.0875 -2.6322
H -0.4014 -0.2556 -0.8639
H -1.1929 0.6450 -2.6178
```

Structure (SMILES): COc1ccc2c(c1)O[C@@](O)(C(F)(F)C(F)(F)F)CC2=O.CC[C@H](C)[C@@H](NC(C)=O)C(=O)NC
E_LUMO, eV: -0.02
Total charge: 0
HOMO-LUMO gap, eV: 9.24
Highest occupied orbital energy, Eh: -0.340

Entry from the Open Molecules 2025 dataset: the molecule C6H5NOS at a distorted geometry (the ωB97M-V functional and the def2-TZVPD basis).

Geometry as XYZ:
```
14
Properties=species:S:1:pos:R:3
O 1.9216 -1.5360 3.0545
N 0.9810 -1.7249 0.7701
S 1.9639 -2.1599 1.7307
C -0.1435 2.2316 -0.0137
C 0.9887 2.0305 0.7201
C -0.8369 1.1476 -0.5620
C 1.4817 0.7473 0.9274
C -0.3578 -0.1372 -0.3747
C 0.7908 -0.3710 0.4365
H -0.4927 3.2517 -0.1368
H 1.5001 2.8982 1.1234
H -1.7753 1.3271 -1.0925
H 2.3632 0.6458 1.5432
H -0.9762 -0.9422 -0.7177
```

E_LUMO, eV: -1.17
Total charge: 0
Energy above the lowest of the compared OMol25 structures with the same formula, charge and spin, eV: 0.186
HOMO-LUMO gap, eV: 7.68
Highest occupied orbital energy, Eh: -0.325

Entry from the Open Molecules 2025 dataset: the ion C8H11N2O with charge +1 at a distorted geometry (the ωB97M-V functional and the def2-TZVPD basis).

Geometry as XYZ:
```
22
Properties=species:S:1:pos:R:3
C -1.2782 2.6736 2.5834
C -0.9047 1.1335 3.1215
C -0.1288 0.2698 1.9342
C 0.2007 0.7855 0.4274
C 0.9713 -0.1650 -0.7129
C 0.0721 -0.5212 -2.0774
N 0.6709 -1.8817 -2.4345
C 0.5232 -2.5870 -1.0697
O 1.0650 -1.5253 -0.1591
N -0.1624 2.1712 0.0160
C -0.8247 3.0083 1.0557
H -1.8263 3.4634 3.2907
H -1.1364 0.7408 4.1985
H 0.2191 -0.8336 2.2113
H 2.0179 0.2453 -1.1125
H 0.1031 0.3310 -2.8960
H -1.0662 -0.8246 -1.8844
H 0.1511 -2.5136 -3.0821
H 1.7107 -1.8050 -2.4983
H 1.3010 -3.4612 -0.8429
H -0.6080 -2.8315 -0.7802
H -1.0701 4.1273 0.7112
```

Structure (SMILES): c1ccc([C@@H]2C[NH2+]CO2)nc1
E_LUMO, eV: -3.56
Total charge: +1
Energy above the lowest of the compared OMol25 structures with the same formula, charge and spin, eV: 10.178
HOMO-LUMO gap, eV: 8.22
Highest occupied orbital energy, Eh: -0.433

Entry from the Open Molecules 2025 dataset: a structure of composition C40H111ClCuN6O16 at a distorted geometry (the ωB97M-V functional and the def2-TZVPD basis).

Geometry as XYZ:
```
175
Properties=species:S:1:pos:R:3
Cu -2.7695 0.9993 0.7851
O 1.3687 -0.4857 1.1987
C 0.3959 0.2092 0.5600
O -0.5746 0.4837 1.3495
O 0.4709 0.4623 -0.6677
H 1.8967 -0.9115 0.5349
Cl -3.9048 -0.8731 1.1402
C 0.0939 6.8742 -1.8216
C -1.0356 5.9502 -1.9233
C -1.2105 5.6437 -3.4140
O -0.8211 4.7975 -1.1096
H 0.9547 6.3246 -2.2101
H 0.4083 7.3706 -0.8960
H -0.0468 7.6497 -2.5931
H -1.9769 6.3419 -1.6172
H -1.6216 6.5365 -3.9574
H -1.9295 4.8592 -3.6046
H -0.1863 5.4220 -3.8305
H 0.1032 4.5628 -1.3020
C -0.7711 -3.4753 3.3824
C 0.5596 -2.7988 3.6467
C 1.1860 -3.1967 4.9269
O 1.5472 -3.1865 2.6383
H -0.7325 -4.5524 3.4060
H -1.2175 -3.1560 2.4580
H -1.5159 -3.1635 4.1212
H 0.4517 -1.7403 3.6761
H 1.1612 -4.2907 5.1374
H 0.5751 -2.7500 5.7657
H 2.1451 -2.7089 4.9804
H 1.5343 -2.4507 2.0303
C -3.0838 -5.5852 2.1401
C -3.6755 -4.2709 1.7576
C -4.9412 -4.3848 0.8805
O -4.0125 -3.6594 3.0014
H -2.1908 -5.4379 2.6995
H -2.9514 -6.1112 1.1686
H -3.8026 -6.2273 2.5872
H -2.9330 -3.6504 1.2006
H -4.8777 -5.0693 0.0166
H -5.3026 -3.3965 0.6006
H -5.6811 -4.7758 1.5281
H -4.2214 -2.7060 2.7955
C -4.7443 -4.0278 -3.2632
C -3.3864 -3.2894 -3.2569
C -3.0209 -2.5558 -4.5091
O -3.2371 -2.2981 -2.1902
H -5.6543 -3.4445 -2.9796
H -4.5752 -4.8756 -2.5762
H -5.0660 -4.4891 -4.2304
H -2.6651 -4.0861 -3.1496
H -2.0380 -2.1166 -4.3298
H -3.7958 -1.8870 -4.8841
H -2.8291 -3.3295 -5.3254
H -3.8831 -2.3910 -1.4936
C -2.2672 1.8125 -3.6356
C -2.8968 1.8425 -2.2782
C -4.3547 1.4460 -2.4239
O -5.0529 1.5230 -1.1914
C -5.9407 0.4377 -1.0490
N -2.3867 0.9349 -1.2469
H -1.1714 1.9248 -3.6794
H -2.7011 2.5891 -4.2363
H -2.4320 0.8228 -4.0438
H -2.7309 2.8045 -1.8611
H -4.3890 0.4133 -2.7456
H -4.8457 2.1052 -3.2365
H -6.6792 0.5769 -1.7849
H -6.4837 0.5437 -0.0920
H -5.3810 -0.5140 -0.9841
H -2.4654 -0.0247 -1.5284
H -1.3712 1.0501 -1.1301
C 1.6605 -2.2483 -3.0872
C 1.9007 -0.8314 -3.6115
C 0.7033 -0.0079 -4.0279
O -0.2082 -0.6851 -4.9107
C 0.3764 -0.9343 -6.1350
N 2.6454 -0.0356 -2.6197
H 1.1840 -2.1519 -2.0307
H 2.5437 -2.9240 -2.9406
H 0.9713 -2.8483 -3.6703
H 2.6247 -0.9096 -4.4517
H 1.0376 0.9086 -4.5288
H 0.0314 0.1637 -3.1782
H 0.8750 -0.0886 -6.5250
H -0.3821 -1.2212 -6.8591
H 1.0885 -1.7865 -6.1992
H 2.0347 0.2323 -1.8513
H 3.4117 -0.6513 -2.2221
C 5.9762 -1.9581 -0.1980
C 4.8452 -2.8057 -0.7806
C 5.3559 -4.2523 -0.7866
O 4.4417 -4.9668 -1.5206
C 4.5461 -6.3991 -1.4090
N 3.6356 -2.4802 -0.0216
H 6.1325 -2.2931 0.8426
H 5.6212 -0.9501 -0.0367
H 6.9285 -2.0605 -0.8256
H 4.5114 -2.5780 -1.7981
H 5.5452 -4.5916 0.2358
H 6.3471 -4.2957 -1.2709
H 3.7690 -6.7430 -2.0946
H 4.3542 -6.8029 -0.4212
H 5.4243 -6.9391 -1.7974
H 3.6407 -2.9266 0.9365
H 2.8346 -2.9257 -0.4397
C 1.8053 3.9794 1.0072
C 2.6348 3.8804 -0.2768
C 3.8921 3.0161 -0.2640
O 4.8081 3.5848 0.6303
C 6.0980 2.9719 0.4507
N 1.7434 3.4166 -1.3055
H 2.3562 4.2338 1.8878
H 1.2752 3.0174 1.2657
H 0.9708 4.6227 0.8947
H 2.9856 4.8354 -0.5578
H 4.2689 3.0538 -1.2931
H 3.7062 2.0021 -0.0445
H 6.7975 3.3248 1.2138
H 6.4649 3.1863 -0.5388
H 6.0271 1.8458 0.6325
H 2.1402 3.4504 -2.2577
H 1.3272 2.5237 -1.0729
C -1.8782 4.9420 2.1750
C -1.8031 3.4103 2.0497
C -2.6972 2.8374 3.1625
O -2.8115 1.4084 2.9309
C -2.0585 0.5432 3.8029
N -2.3805 3.0405 0.7524
H -1.6063 5.3996 1.2341
H -1.1452 5.2590 2.9845
H -2.8932 5.1672 2.4370
H -0.7861 3.1069 2.1122
H -3.6588 3.2963 3.0737
H -2.2745 2.9540 4.1091
H -2.1331 -0.4407 3.4329
H -2.5429 0.4622 4.7578
H -0.9824 0.8174 3.8353
H -3.3278 3.3983 0.8503
H -1.9230 3.5749 -0.0452
C 0.4126 2.4169 5.5699
C 1.8700 2.0725 5.5563
C 2.0546 0.8861 4.6335
O 3.4386 0.4971 4.5218
C 3.8877 0.1689 3.2307
N 2.6010 3.2998 5.2514
H 0.2493 3.2040 6.2475
H -0.3108 1.5567 5.7736
H 0.2038 2.7673 4.5974
H 2.1612 1.8038 6.6043
H 1.7403 1.0685 3.5589
H 1.5374 0.0238 5.1075
H 3.8937 -0.9227 3.0109
H 4.9750 0.3577 3.3283
H 3.4959 0.7740 2.4150
H 2.1056 3.6804 4.4305
H 3.5653 3.1433 4.9565
C -5.9233 2.2954 2.2362
O -5.4463 3.2746 1.2998
H -6.9737 1.9203 2.1392
H -5.2790 1.3417 2.1883
H -5.8697 2.7785 3.2615
H -5.4410 2.9199 0.4376
C 1.0346 -6.8435 1.9387
O 2.0966 -5.8525 1.8692
H 0.3252 -6.4713 2.6938
H 0.5328 -6.9031 0.9943
H 1.5065 -7.7725 2.2373
H 1.6815 -4.9527 1.8646
C 3.9938 2.0419 -5.2616
O 3.2040 2.6241 -4.1822
H 4.8298 1.5532 -4.7462
H 3.3870 1.3854 -5.9197
H 4.3630 2.8870 -5.8045
H 2.8704 1.8708 -3.6643
```

E_LUMO (alpha / beta), eV: 0.56 / -0.85
Spin multiplicity: 2
Total charge: 0
HOMO-LUMO gap (alpha / beta), eV: 9.71 / 8.30
Highest occupied orbital energy (alpha / beta), Eh: -0.336 / -0.336

Repeat the first record exactly.
Entry from the Open Molecules 2025 dataset: a cluster of 2 separate species, C21H27F5N2O6 in total at a distorted geometry (the ωB97M-V functional and the def2-TZVPD basis).

Geometry as XYZ:
```
61
Properties=species:S:1:pos:R:3
O -0.1391 -1.3618 -6.1361
O 1.8885 -0.6135 5.7854
O -3.2644 -1.6625 -2.2166
F 3.4802 2.1600 0.2129
F 4.7010 3.8695 0.8429
F 5.5056 1.8318 1.0249
F 3.0485 3.5875 2.8897
F 4.9003 2.5603 3.4672
O -2.9347 0.6524 1.8227
O 3.6240 0.0245 2.3431
O 1.7311 1.3281 2.2294
C -0.6963 -1.5189 -5.0614
C 1.8088 0.0343 4.7494
C -2.7699 -0.6928 -2.7739
C -1.8045 -0.2550 3.7885
C -0.5968 0.9143 2.0666
C -0.6183 -0.4172 4.5020
C -1.8050 0.4288 2.5662
C 0.5973 0.7752 2.7733
C 0.5783 0.1149 4.0021
N -3.5992 0.1148 -3.4461
N -0.6557 -0.5321 -4.1655
C -4.1506 0.8676 2.5540
C -1.4147 -2.8224 -4.7847
C -3.2709 1.2993 -4.2415
C 2.1707 -1.0549 -0.9241
C 4.3726 2.5830 1.1498
C 2.9152 0.9938 4.4052
C 3.8351 2.5028 2.6063
C 3.0128 1.2004 2.8857
C -0.7143 -2.3267 -1.0109
C 1.1705 -1.0063 -2.0869
C -0.3241 -0.9894 -1.6685
C -1.2408 -0.4258 -2.8112
H 4.5237 -0.1029 2.6898
H -2.7189 -0.6734 4.1936
H -0.5879 1.4341 1.1162
H -0.6309 -0.9455 5.4536
H -4.5685 -0.1621 -3.4002
H -0.1128 0.2563 -4.4792
H -3.9895 1.5467 3.3982
H -4.5501 -0.0806 2.9280
H -4.9003 1.3148 1.8942
H -2.4785 -2.6425 -4.6510
H -1.2689 -3.4860 -5.6358
H -0.9962 -3.2912 -3.9011
H -4.1897 1.7535 -4.6169
H -2.7429 2.0351 -3.6329
H -2.6522 1.0204 -5.0969
H 1.9535 -0.2563 -0.2140
H 2.1304 -2.0170 -0.4150
H 3.1796 -0.9144 -1.3131
H 2.6903 1.9427 4.8982
H 3.8576 0.6164 4.8091
H 0.0216 -2.6262 -0.2677
H -0.8039 -3.1149 -1.7529
H -1.6596 -2.2209 -0.4795
H 1.3563 -1.8521 -2.7509
H 1.3912 -0.0875 -2.6322
H -0.4014 -0.2556 -0.8639
H -1.1929 0.6450 -2.6178
```

Structure (SMILES): COc1ccc2c(c1)O[C@@](O)(C(F)(F)C(F)(F)F)CC2=O.CC[C@H](C)[C@@H](NC(C)=O)C(=O)NC
E_LUMO, eV: -0.02
Total charge: 0
HOMO-LUMO gap, eV: 9.24
Highest occupied orbital energy, Eh: -0.340

Question: The highest total charge belongs to which entry?
Answer: C8H11N2O

Question: The highest total charge belongs to which entry?
Answer: C8H11N2O